No. 1
{"formula": "C23H22N5O4ReSSi", "method": "ωB97M-V/def2-TZVPD", "elements": ["Re", "O", "C", "O", "C", "C", "C", "C", "C", "N", "C", "O", "O", "H", "H", "H", "C", "Si", "C", "C", "H", "H", "H", "H", "H", "H", "H", "H", "H", "N", "C", "N", "C", "C", "C", "C", "C", "C", "S", "H", "H", "H", "H", "H", "H", "N", "C", "C", "C", "C", "N", "C", "C", "H", "H", "H", "H"], "coordinates": [[-0.30760, 0.15046, -0.12928], [-3.27717, -0.25036, -2.96402], [-2.62286, -0.22828, -1.96590], [-1.33283, 0.18003, -1.91528], [-3.17909, -0.65086, -0.63130], [-4.43127, -1.16520, -0.37851], [-4.72211, -1.53916, 0.93354], [-3.76727, -1.40711, 1.94087], [-2.54128, -0.88246, 1.59764], [-2.29739, -0.51192, 0.34832], [-1.33731, -0.71613, 2.49386], [-1.35750, -1.02854, 3.64472], [-0.24431, -0.25814, 1.84576], [-5.14000, -1.26987, -1.18920], [-5.69506, -1.94899, 1.16963], [-3.95412, -1.70323, 2.96422], [3.14964, -1.10947, -0.31811], [2.06832, 0.25108, -1.00826], [2.95767, 1.85719, -0.69649], [1.91181, 0.02848, -2.86018], [4.18581, -0.91406, -0.61403], [2.88409, -2.09978, -0.69950], [3.12148, -1.13566, 0.77564], [3.91913, 1.80336, -1.21968], [3.15909, 2.01529, 0.36641], [2.41946, 2.72881, -1.08010], [2.90909, -0.00666, -3.31236], [1.36644, 0.86142, -3.31279], [1.39322, -0.89649, -3.12605], [-0.77460, 2.92187, -2.16812], [-0.37616, 3.17701, -0.92836], [-0.18699, 2.28416, 0.05382], [0.34329, 2.93368, 1.21169], [0.72564, 2.33757, 2.40509], [1.23829, 3.13557, 3.41603], [1.37619, 4.51194, 3.25971], [1.00046, 5.11419, 2.07199], [0.49172, 4.30657, 1.06851], [-0.01590, 4.81499, -0.51497], [-0.95007, 1.97365, -2.48497], [-0.88188, 3.68211, -2.81718], [0.62921, 1.27432, 2.55901], [1.53438, 2.66950, 4.34689], [1.77982, 5.11379, 4.06321], [1.10276, 6.18223, 1.92689], [0.80439, -7.24426, -1.11307], [0.64210, -6.11687, -0.96571], [0.43170, -4.70094, -0.78160], [0.75859, -4.08935, 0.41979], [0.53758, -2.73662, 0.56114], [0.00374, -1.98812, -0.42287], [-0.29451, -2.58311, -1.59280], [-0.09883, -3.92965, -1.80704], [1.18823, -4.65245, 1.23636], [0.79347, -2.22646, 1.47679], [-0.68609, -1.95259, -2.37786], [-0.35462, -4.36650, -2.76199]], "forces_ev_per_angstrom": [[-0.14, 0.60, -0.06], [-0.01, -0.03, -0.22], [0.30, 0.37, 0.00], [-0.14, -0.06, 0.24], [0.33, 0.07, 0.09], [-0.17, -0.06, 0.08], [0.01, 0.01, -0.02], [-0.22, -0.05, 0.06], [0.19, 0.20, -0.21], [-0.22, -0.22, 0.09], [0.27, -0.07, -0.29], [0.09, 0.05, 0.24], [-0.47, -0.37, -0.06], [-0.01, -0.01, 0.05], [0.01, 0.01, 0.00], [-0.03, -0.01, -0.03], [0.12, -0.16, 0.06], [-0.04, -0.22, -0.08], [0.06, 0.25, 0.09], [0.03, -0.03, -0.19], [-0.06, -0.04, 0.03], [0.04, 0.06, 0.04], [0.04, -0.03, -0.06], [-0.05, 0.05, 0.07], [-0.01, 0.03, -0.06], [0.06, -0.04, 0.03], [-0.09, 0.01, 0.00], [0.03, -0.06, -0.02], [0.04, 0.06, -0.04], [-0.08, -0.36, -0.14], [0.16, -0.07, 0.45], [-0.07, -0.11, -0.22], [-0.11, -0.15, -0.11], [0.12, -0.02, 0.18], [0.00, 0.04, -0.01], [0.00, 0.02, -0.01], [0.01, 0.04, 0.05], [-0.01, 0.14, -0.04], [0.00, 0.09, -0.02], [-0.09, 0.03, 0.09], [0.01, -0.04, -0.03], [0.11, 0.27, 0.04], [0.00, 0.02, -0.02], [-0.01, -0.02, -0.03], [0.00, -0.04, 0.01], [-0.02, 0.14, 0.02], [0.00, 0.05, 0.00], [0.02, -0.25, -0.05], [0.05, -0.04, 0.11], [-0.11, 0.02, -0.14], [0.04, -0.09, 0.00], [0.05, 0.02, 0.09], [-0.02, -0.03, -0.09], [-0.02, 0.01, -0.02], [-0.01, 0.04, 0.01], [0.01, 0.02, 0.04], [0.01, 0.01, 0.02]], "lowdin_spin": [2.385, 0.021, 0.011, 0.112, 0.015, -0.003, 0.016, -0.003, 0.017, 0.019, 0.014, 0.023, 0.131, 0.000, 0.001, 0.000, 0.001, 0.054, 0.015, 0.010, 0.000, 0.000, 0.000, 0.002, 0.000, 0.000, 0.001, 0.000, 0.000, 0.020, 0.034, 0.053, 0.009, 0.005, 0.000, 0.002, 0.001, 0.003, 0.009, 0.002, 0.001, 0.002, 0.000, 0.000, 0.000, 0.002, 0.000, 0.005, -0.001, 0.007, 0.000, 0.006, -0.001, 0.000, 0.000, 0.000, 0.000], "mol_weight_g_mol": 678.82, "de_lowest_ev": 0.0000, "largest_force_ev_per_a": 0.62, "multiplicity": 4, "total_charge": 1, "e_lumo_ev": [-3.8, -4.7]}

No. 2
{"formula": "C23H50N9O8P4", "method": "ωB97M-V/def2-TZVPD", "elements": ["C", "C", "O", "N", "C", "C", "C", "C", "O", "O", "P", "C", "O", "C", "C", "P", "O", "N", "C", "O", "C", "N", "H", "H", "H", "H", "H", "H", "H", "H", "H", "H", "H", "H", "H", "H", "O", "P", "N", "C", "C", "N", "C", "C", "N", "C", "C", "H", "H", "H", "H", "H", "H", "H", "H", "H", "H", "H", "H", "H", "H", "H", "H", "H", "H", "O", "P", "N", "C", "C", "N", "C", "C", "N", "C", "C", "H", "H", "H", "H", "H", "H", "H", "H", "H", "H", "H", "H", "H", "H", "H", "H", "H", "H"], "coordinates": [[-4.00661, 2.26943, 5.52655], [-3.15812, 3.52014, 5.54451], [-3.63452, 4.60176, 5.75869], [-1.73778, 3.46261, 5.30652], [-1.18740, 2.08467, 5.17787], [-1.32790, 4.26427, 4.21809], [-0.33824, 5.24750, 4.43973], [0.25298, 5.50629, 5.81251], [-0.33407, 5.26857, 6.81453], [1.48680, 6.08477, 5.86395], [2.79888, 5.09729, 5.31542], [3.26963, 5.90164, 3.72416], [2.21900, 3.61888, 4.86492], [0.09710, 5.99751, 3.34824], [-0.39826, 5.80352, 2.08582], [0.23099, 6.77021, 0.64675], [1.69452, 6.72589, 0.54089], [-1.36639, 4.87953, 1.91482], [-1.82411, 4.13532, 2.92576], [-2.80844, 3.22516, 2.61236], [-4.00383, 3.79931, 2.57528], [-5.05672, 4.15990, 2.83755], [-4.13174, 1.96381, 4.48731], [-3.53688, 1.43246, 6.04364], [-4.94684, 2.49190, 6.01802], [-1.65608, 1.52296, 4.36613], [-0.14093, 2.18004, 4.88129], [-1.24485, 1.53620, 6.11210], [2.77158, 5.44294, 2.86826], [4.35289, 5.88848, 3.63199], [2.98616, 6.95029, 3.84608], [1.85118, 3.17813, 5.64360], [0.86653, 6.74633, 3.48907], [-0.36241, 6.21107, -0.51108], [-0.29972, 8.06289, 0.82951], [-1.75957, 4.74487, 0.98567], [-0.35370, -0.65073, 2.72519], [-0.70276, -1.50353, 1.53142], [0.79896, -1.44510, 0.69944], [0.99864, -1.50981, -0.73876], [1.93178, -2.01576, 1.43064], [-1.84354, -0.40944, 0.82313], [-1.85429, -0.01024, -0.57069], [-2.25710, 0.69818, 1.65033], [-1.36766, -2.80482, 0.58180], [-2.80697, -3.06501, 0.87217], [-0.69148, -4.10776, 0.81107], [0.77162, -2.48767, -1.18130], [2.03659, -1.28962, -0.98778], [0.42599, -0.75625, -1.27126], [1.88949, -3.11055, 1.49599], [1.96695, -1.62717, 2.44927], [2.87628, -1.74735, 0.95869], [-1.06956, 0.72666, -0.79074], [-2.81617, 0.44641, -0.82666], [-1.75186, -0.86212, -1.24020], [-1.49146, 1.48850, 1.68193], [-2.46203, 0.37133, 2.66722], [-3.18784, 1.13519, 1.27414], [-2.96996, -3.32395, 1.92186], [-3.16470, -3.88714, 0.25234], [-3.42861, -2.20795, 0.63528], [-0.63814, -4.36461, 1.87138], [0.31815, -4.11068, 0.40384], [-1.22436, -4.90234, 0.29176], [2.25981, -2.59300, -3.73045], [1.75407, -3.62789, -4.69768], [3.15685, -3.76768, -5.69400], [3.19226, -4.09602, -7.10619], [4.35851, -4.23092, -5.00030], [0.55840, -2.65212, -5.46725], [0.40398, -2.52192, -6.90388], [0.22873, -1.38349, -4.83205], [0.97943, -5.06564, -5.31612], [-0.41886, -5.22654, -4.83036], [1.66635, -6.32232, -4.92381], [2.90772, -5.13235, -7.33779], [4.20282, -3.95054, -7.49147], [2.57117, -3.43357, -7.70027], [4.31349, -5.29479, -4.73058], [4.51202, -3.66512, -4.08071], [5.24713, -4.08106, -5.61326], [1.16398, -1.86027, -7.33763], [-0.57539, -2.09605, -7.14182], [0.42921, -3.48762, -7.40655], [0.98561, -0.61416, -5.02974], [0.12480, -1.49639, -3.75560], [-0.73348, -1.01832, -5.20210], [-0.46660, -5.28343, -3.73851], [-0.85037, -6.13810, -5.24485], [-1.05469, -4.40921, -5.15403], [1.83453, -6.38236, -3.84547], [2.62511, -6.42822, -5.42827], [1.07436, -7.18412, -5.22728]], "forces_ev_per_angstrom": [[0.75, -0.15, 0.36], [-0.17, 0.57, 0.70], [-0.05, 0.21, -0.41], [-0.95, -1.76, -1.09], [0.55, 0.27, -0.62], [0.62, 0.66, 1.15], [-0.17, -0.27, -0.99], [0.30, 0.59, 0.85], [-0.53, -0.13, 0.07], [-0.75, -1.07, -1.63], [2.34, 0.45, 1.32], [-0.89, -0.41, 0.37], [-1.09, 0.90, -0.50], [0.44, 0.34, 0.25], [-0.54, 0.12, -0.29], [1.02, 0.26, -0.67], [0.16, -0.05, 0.45], [0.16, 0.08, 0.00], [-0.04, -0.17, 0.32], [-0.05, 0.94, -0.27], [0.65, -0.90, 0.86], [-0.85, 0.51, -0.51], [-0.25, -0.07, 0.05], [0.02, 0.04, -0.02], [-0.11, 0.09, -0.25], [-0.08, -0.11, 0.15], [0.03, -0.10, 0.19], [-0.08, 0.15, 0.07], [0.24, 0.21, -0.19], [0.00, -0.31, -0.04], [-0.01, -0.02, -0.16], [0.39, -0.26, 0.04], [-0.09, -0.01, 0.00], [-0.61, 0.02, 0.47], [-0.35, -0.27, 0.04], [-0.07, -0.19, 0.07], [-0.80, -2.92, 1.60], [1.27, 4.46, -4.80], [0.24, -0.23, 0.40], [-0.31, -0.33, -0.41], [-0.01, 0.13, 0.52], [-0.10, 0.15, 0.15], [-0.27, -0.35, -0.27], [0.06, -0.06, 0.11], [-0.67, -1.08, 3.01], [-0.34, 0.18, -0.25], [0.59, -0.03, -0.35], [0.02, 0.02, -0.04], [0.07, -0.10, 0.23], [-0.16, -0.08, 0.10], [0.14, 0.01, -0.08], [-0.13, 0.00, -0.01], [-0.10, 0.06, -0.15], [0.01, -0.03, -0.05], [-0.01, 0.03, 0.14], [0.19, -0.04, 0.08], [0.04, 0.00, 0.05], [0.13, 0.05, 0.02], [0.05, -0.11, -0.26], [-0.03, -0.15, -0.03], [0.21, -0.09, 0.02], [0.19, 0.14, 0.03], [-0.07, -0.13, -0.01], [0.02, 0.21, 0.05], [-0.15, 0.11, 0.01], [-0.62, -2.63, 2.32], [0.59, 3.73, -5.84], [0.31, -0.28, 0.40], [-0.31, -0.35, -0.27], [0.03, 0.21, 0.47], [-0.09, 0.20, 0.21], [-0.28, -0.44, -0.20], [0.14, 0.11, 0.22], [-0.28, -0.58, 3.18], [-0.36, 0.14, -0.26], [0.51, -0.09, -0.40], [-0.02, 0.01, 0.00], [0.08, -0.01, 0.22], [-0.14, -0.06, 0.12], [0.14, -0.01, -0.09], [-0.13, 0.00, 0.00], [-0.10, 0.04, -0.13], [-0.01, -0.01, -0.04], [0.01, 0.07, 0.13], [0.18, -0.04, 0.08], [-0.03, 0.04, 0.07], [0.14, 0.00, 0.00], [0.03, -0.13, -0.17], [-0.04, -0.14, 0.01], [0.21, -0.09, 0.02], [0.20, 0.15, -0.01], [-0.06, -0.13, 0.02], [0.03, 0.21, 0.01], [-0.14, 0.10, 0.00]], "lowdin_charge": [0.027, -0.453, 0.129, -0.019, 0.004, -0.063, 0.038, -0.490, 0.209, -0.218, 0.930, -0.239, -0.280, 0.028, -0.250, 0.754, -0.387, 0.202, -0.144, 0.064, -0.278, 0.262, 0.080, 0.087, 0.102, 0.073, 0.090, 0.108, 0.032, 0.048, 0.047, 0.055, 0.119, 0.034, 0.040, 0.190, -0.318, 0.696, -0.302, -0.129, -0.129, -0.315, -0.135, -0.170, -0.265, -0.120, -0.122, 0.069, 0.085, 0.045, 0.067, 0.070, 0.082, 0.081, 0.081, 0.075, 0.076, 0.064, 0.081, 0.086, 0.083, 0.069, 0.090, 0.062, 0.083, -0.302, 0.689, -0.303, -0.127, -0.135, -0.327, -0.143, -0.139, -0.269, -0.126, -0.127, 0.079, 0.082, 0.049, 0.065, 0.070, 0.080, 0.084, 0.079, 0.073, 0.088, 0.051, 0.078, 0.080, 0.082, 0.069, 0.087, 0.060, 0.083], "mol_weight_g_mol": 704.60, "largest_force_ev_per_a": 6.95, "total_charge": 1, "e_lumo_ev": -5.4}

No. 3
{"formula": "C12H22N2O5", "method": "ωB97M-V/def2-TZVPD", "elements": ["C", "C", "H", "H", "O", "C", "O", "C", "C", "C", "H", "H", "C", "C", "O", "N", "H", "C", "C", "O", "H", "H", "H", "H", "C", "O", "N", "H", "C", "H", "H", "H", "H", "H", "H", "H", "H", "H", "H", "H", "H"], "coordinates": [[-0.63589, 0.37857, 3.36989], [0.43882, 1.32722, 2.94065], [0.89104, 1.82560, 3.71267], [0.23124, 2.12188, 2.24686], [1.54272, 0.69967, 2.53706], [1.92283, 0.60151, 1.20782], [1.46399, 1.33800, 0.55621], [2.87671, -0.32613, 0.65543], [3.56212, -0.17080, -0.70661], [2.49363, -0.18420, -1.82803], [3.24491, -0.27846, -2.95008], [2.14297, 0.85732, -1.93267], [1.44180, -1.19913, -1.74829], [0.30762, -1.07533, -1.12034], [0.04343, -1.47262, 0.00287], [-0.41416, -0.16750, -1.46701], [-0.25189, 0.41880, -2.20323], [-1.44488, 0.57931, -0.66729], [-1.67798, 2.10871, -1.42493], [-0.30506, 2.48898, -1.66444], [0.29888, 2.59561, -0.90595], [-1.95996, 2.54289, -0.57730], [-2.17214, 1.99048, -2.29168], [-1.03153, 0.49427, 0.29495], [-2.80591, 0.12656, -0.96120], [-3.91571, 0.40480, -1.26368], [-2.81962, -1.25672, 0.00356], [-1.85733, -1.62609, -0.02905], [-3.82125, -2.27380, -0.01924], [-4.79877, -1.72373, -0.45745], [-4.08037, -2.42172, 0.82810], [-3.69887, -2.95568, -0.66267], [1.94556, -2.29880, -1.59242], [1.15922, -1.43684, -2.79968], [4.20982, -1.09540, -0.75271], [4.11675, 0.57481, -0.86984], [2.25700, -1.21479, 0.68301], [3.64853, -0.77441, 1.49843], [-0.26344, -0.25996, 4.10073], [-0.80147, -0.20004, 2.42784], [-1.48335, 0.93716, 3.82971]], "forces_ev_per_angstrom": [[-0.92, 1.19, -2.02], [-1.32, 1.57, 0.20], [0.00, 1.78, 2.83], [-1.10, 0.19, -0.62], [5.04, -5.23, -1.19], [4.22, -5.84, 8.89], [-6.95, 10.84, -10.79], [3.59, -3.73, 3.83], [-5.09, -7.07, 1.15], [4.27, 2.05, -2.90], [-2.54, -0.07, 3.23], [-0.34, -0.57, 0.09], [8.44, -7.15, -7.13], [-2.05, -1.53, 8.19], [0.35, -3.39, 2.92], [-8.56, 7.75, -3.07], [1.24, 1.21, -2.74], [0.21, 2.07, -5.33], [7.93, -3.99, 3.43], [-0.08, 1.08, -1.62], [-1.04, -0.37, 0.06], [-2.52, 2.79, 2.56], [-1.92, 0.13, -2.67], [-0.60, 0.56, 1.69], [-2.27, -8.34, 6.32], [0.59, 2.31, -1.78], [2.29, 2.42, -2.23], [-0.67, 0.10, 0.40], [-1.27, 9.70, -7.22], [1.74, -0.94, 0.77], [-3.01, -3.01, 10.58], [1.33, -5.87, -4.31], [-1.04, 2.57, 0.42], [0.06, 0.50, 0.10], [-0.68, 0.88, -0.25], [4.37, 6.11, -0.62], [-0.24, -0.64, -0.69], [-1.55, 1.66, -1.85], [0.77, -1.25, 1.25], [-0.93, 0.10, 1.00], [0.23, -0.58, -0.86]], "lowdin_charge": [-0.023, -0.322, 0.102, 0.120, 0.006, -0.562, 0.206, -0.088, -0.151, -0.173, 0.202, 0.105, -0.182, -0.683, 0.051, 0.163, 0.116, -0.092, -0.045, -0.091, 0.084, 0.083, 0.091, 0.115, -0.294, 0.124, -0.007, 0.053, -0.097, 0.140, -0.028, 0.010, 0.207, 0.154, 0.138, 0.029, 0.110, 0.188, 0.054, 0.087, 0.100], "mol_weight_g_mol": 274.32, "de_lowest_ev": 12.4360, "largest_force_ev_per_a": 16.80, "e_lumo_ev": 0.5}